This record from OMol25 describes 2 unconnected molecules or ions with the total composition C4H13N2O2. The level of theory is the ωB97M-V functional and the def2-TZVPD basis.

Values from the calculation:
gap between HOMO and LUMO: 0.276 hartree
charge: -1
spin multiplicity: 1
E_HOMO: -3.53 eV
energy relative to the best compared isomer or geometry (same formula, charge and spin): 5.6 kcal/mol

Each line ends with the Löwdin charge.
Geometry (Å):
C  -0.243  -1.190  -0.147  -0.256
N  -1.629  -0.731  -0.242  -0.077
C  -1.840  0.652  0.367  -0.496
O  -1.069  0.934  1.413  -0.299
C  0.660  -0.426  -1.094  -0.468
C  1.679  -1.338  -1.760  -0.101
N  1.377  0.680  -0.447  0.030
H  -0.279  -2.246  -0.413  0.096
H  0.153  -1.097  0.874  0.102
H  -2.239  -1.384  0.242  0.067
H  -2.939  0.645  0.564  0.082
H  -1.693  1.322  -0.496  0.075
H  0.041  0.026  -1.863  0.126
H  2.364  -1.775  -1.040  0.063
H  1.202  -2.141  -2.336  0.066
H  2.286  -0.725  -2.448  0.066
H  0.716  1.422  -0.256  0.051
H  1.710  0.387  0.463  0.063
H  0.155  2.022  3.548  0.000
H  -0.432  2.228  2.164  -0.029
O  0.018  2.734  2.907  -0.164